one.
One molecule with the formula C5H7NOS. Source: the OMol25 dataset; level of theory: ωB97M-V/def2-TZVPD.

```
15
Properties=species:S:1:pos:R:3
C 2.1741 -0.0457 -0.2911
C 0.9806 -0.5827 0.4163
C -0.3282 -0.9400 -0.2731
C -1.3881 1.1574 0.1437
C -0.2813 0.2579 0.6767
H 2.8768 -0.8382 -0.6270
H 1.9111 0.5624 -1.1572
H 2.8159 0.5864 0.3486
H 1.1922 -1.1613 1.3124
H -0.2669 -0.6028 -1.3032
H -3.1064 0.5096 -0.8007
H -0.7431 0.0153 1.6409
N -2.4634 0.2498 -0.0027
O -1.3626 2.3398 -0.0794
S -2.0106 -1.5078 -0.0043
```

Output
SMILES: C[C@@H]1[C@H]2SNC(=O)[C@H]12
orbital gap: 0.34258 Eh

Here are the natural (NBO) charges for atoms 1 to 5, given in e:
1. C -0.621
2. C -0.138
3. C -0.399
4. C 0.687
5. C -0.368



two.
C5H7NOS as an isolated structure. Source: the OMol25 dataset; level of theory: ωB97M-V/def2-TZVPD.

```
15
Properties=species:S:1:pos:R:3
C -0.1070 -1.4365 -0.9740
C -1.6168 -0.2762 -0.1425
C -0.0773 -0.0663 -0.3441
C 0.7038 0.1683 0.9435
C 1.1379 1.5957 0.8300
H 0.4479 -2.1845 -0.4888
H 0.0996 -1.3194 -2.1229
H -1.9664 -0.3940 0.9021
H -2.3893 0.4762 -0.5111
H 1.7225 -0.4615 0.8305
H 0.2215 -0.1277 1.8882
H 1.5309 2.1423 1.6320
N 1.3055 2.2135 -0.2248
O -1.5891 -1.6415 -0.7722
S 0.5762 1.3118 -1.4460
```

Output
orbital gap: 0.34818 Eh

Here are the natural (NBO) charges for atoms 1 to 5, given in e:
1. C -0.066
2. C -0.078
3. C -0.229
4. C -0.483
5. C 0.083



Relative calculated energies, zero for the most stable structure, unit hartree: one 0.0114; two 0.0000.



one.
One molecule with the formula C4H5NS2. Source: the OMol25 dataset; level of theory: ωB97M-V/def2-TZVPD.

```
12
Properties=species:S:1:pos:R:3
C -1.5505 0.2243 -1.2206
C -0.4886 0.7047 -0.5979
C -0.1113 -1.1297 1.0186
C 1.6480 0.5080 0.3843
H -2.1171 0.7853 -1.9442
H -1.8262 -0.8262 -1.0474
H -0.1102 1.7043 -0.7134
H -1.1809 -1.1376 0.8859
H 1.8074 1.3703 -0.2530
N 0.3475 -0.0057 0.3534
S 0.6342 -2.2709 1.8597
S 2.9476 0.0732 1.2748
```

Output
SMILES: C=CN(C=S)C=S
orbital gap: 0.27224 Eh

Here are the natural (NBO) charges for atoms 1 to 5, given in e:
1. C -0.423
2. C -0.003
3. C -0.126
4. C -0.111
5. H 0.228



two.
One molecule with the formula C4H5NS2. Source: the OMol25 dataset; level of theory: ωB97M-V/def2-TZVPD.

```
12
Properties=species:S:1:pos:R:3
C -0.0584 0.4764 -0.1284
C 2.3173 -0.5898 -0.0042
C 2.2665 0.9390 -0.0513
C 1.0150 1.5071 0.0275
H -3.4670 0.8641 0.2843
H 2.8136 -0.9482 0.8808
H 2.8254 -0.9006 -0.8521
H 3.2165 1.4062 0.4073
H 0.8869 2.5728 0.2632
N -1.2817 0.8957 -0.1044
S -2.5481 -0.2103 0.0286
S 0.6390 -1.2435 0.0143
```

Output
SMILES: S/N=C1/C=CCS1
orbital gap: 0.32121 Eh

Here are the natural (NBO) charges for atoms 1 to 5, given in e:
1. C 0.104
2. C -0.566
3. C -0.161
4. C -0.232
5. H 0.138



three.
One molecule with the formula C4H5NS2. Source: the OMol25 dataset; level of theory: ωB97M-V/def2-TZVPD.

```
12
Properties=species:S:1:pos:R:3
C -0.5479 0.8469 0.7541
C 0.1044 -0.2289 -0.1620
C 0.3857 0.3041 -1.5300
C 1.2775 -0.7638 0.5794
H 0.1015 1.7098 0.9535
H -1.4660 1.2494 0.3183
H -0.8963 0.3777 1.6930
H -1.4008 -1.8215 0.8537
H -0.5180 0.7216 -1.9889
N 2.1923 -1.1616 1.1743
S -1.0817 -1.6453 -0.4300
S 1.8492 0.4116 -2.2155
```

Output
SMILES: C[C@](S)(C#N)C=S
orbital gap: 0.31124 Eh

Here are the natural (NBO) charges for atoms 1 to 5, given in e:
1. C -0.597
2. C -0.320
3. C -0.285
4. C 0.267
5. H 0.235



four.
One molecule with the formula C4H5NS2. Source: the OMol25 dataset; level of theory: ωB97M-V/def2-TZVPD.

```
12
Properties=species:S:1:pos:R:3
C -1.1808 -0.9375 0.9179
C -0.0206 -0.0974 0.8191
C 0.7177 0.4354 -1.0766
C -0.1355 1.3296 -0.1819
H -2.1693 -0.2704 1.0658
H 0.4502 0.3319 1.6948
H 1.6821 -1.4716 -0.1393
H 1.5293 0.8743 -1.7138
H -0.2236 -0.0841 -1.6901
N 1.2001 -0.3904 0.1299
S -1.0953 -2.5197 0.7088
S -0.7543 2.7999 -0.5346
```

Output
SMILES: S=C[C@H]1NCC1=S
orbital gap: 0.29406 Eh

Here are the natural (NBO) charges for atoms 1 to 5, given in e:
1. C -0.312
2. C -0.200
3. C -0.314
4. C -0.055
5. H 0.228



Relative calculated energies, zero for the most stable structure, unit hartree: one 0.0167; two 0.0136; three 0.0000; four 0.1269.



one.
C44H35BrCl3F3InN6O5SSb as an isolated structure. Source: the OMol25 dataset; level of theory: ωB97M-V/def2-TZVPD.

```
100
Properties=species:S:1:pos:R:3
In 0.7848 -0.2132 -1.0062
Br -6.3027 1.0933 -3.0142
C -4.6380 0.3924 -2.4585
C -4.5841 -0.5973 -1.4673
C -3.3684 -1.0862 -1.0507
C -2.1600 -0.6187 -1.5913
O -1.0271 -1.1712 -1.1875
C -2.2264 0.3710 -2.6034
C -1.0900 0.8701 -3.3068
N 0.1514 0.7150 -2.9806
C 1.1906 1.2394 -3.7797
C 1.0634 2.1924 -4.7596
C 2.1697 2.5931 -5.5323
C 3.4013 2.0396 -5.3319
C 3.5811 1.0874 -4.3044
C 4.8189 0.4648 -4.0369
C 4.9259 -0.4434 -3.0191
C 3.7991 -0.6979 -2.2291
N 2.6246 -0.1419 -2.4563
C 2.4790 0.7188 -3.5031
C -3.4865 0.8519 -3.0268
H -5.5009 -0.9714 -1.0321
H -3.3136 -1.8605 -0.2945
H -1.3210 1.4090 -4.2244
H 0.1075 2.6591 -4.9560
H 2.0258 3.3430 -6.2986
H 4.2469 2.3183 -5.9482
H 5.6779 0.7162 -4.6482
H 5.8547 -0.9525 -2.8051
H 3.8639 -1.3793 -1.3916
H -3.5329 1.5903 -3.8190
F 7.1303 -5.4849 -0.5498
C 6.0171 -4.7881 -0.3348
C 4.7961 -5.3834 -0.5916
C 3.6383 -4.6530 -0.3703
C 3.7219 -3.3486 0.1083
C 4.9647 -2.7710 0.3677
C 6.1251 -3.4929 0.1440
Sb 1.9548 -2.2697 0.6116
C 0.6529 -3.8891 0.9851
C 1.0102 -4.8358 1.9450
C 0.2218 -5.9592 2.1298
C -0.8953 -6.1250 1.3286
F -1.6473 -7.2100 1.4971
C -1.2548 -5.2077 0.3587
C -0.4738 -4.0744 0.1887
C 2.7582 -1.2723 2.2958
C 2.9656 -1.9223 3.5080
C 3.5892 -1.2561 4.5522
C 4.0046 0.0488 4.3574
F 4.6108 0.6891 5.3557
C 3.8112 0.7159 3.1618
C 3.1787 0.0424 2.1270
H 4.7614 -6.4020 -0.9557
H 2.6764 -5.1087 -0.5694
H 5.0356 -1.7660 0.7677
H 7.1015 -3.0731 0.3467
H 1.9054 -4.7164 2.5434
H 0.4706 -6.7103 2.8678
H -2.1294 -5.3899 -0.2524
H -0.7552 -3.3359 -0.5513
H 2.6327 -2.9417 3.6614
H 3.7568 -1.7385 5.5069
H 4.1485 1.7385 3.0548
H 3.0128 0.5575 1.1846
Cl -2.8158 -0.9671 4.7928
C -1.8934 -2.2423 3.9966
Cl -0.9844 -3.1878 5.1731
Cl -2.9701 -3.2882 3.0561
C -0.9513 -1.6151 3.0663
N -0.2089 -1.1237 2.3431
C -7.0988 4.6484 2.9085
C -6.5262 4.3957 1.5197
S -4.9669 3.5068 1.6307
O -5.1704 2.1310 1.2322
O -4.3633 3.7355 2.9233
C -3.8592 4.2714 0.3844
C -2.4317 4.3535 0.9326
N -1.4327 3.5128 0.2439
C -1.1695 2.2250 0.5224
N -0.1045 1.8034 -0.1770
C 0.2926 2.8535 -0.9620
C -0.5265 3.9021 -0.7304
N -0.4941 5.1562 -1.4400
O 0.3693 5.2488 -2.2886
O -1.3207 6.0056 -1.1717
C -1.9303 1.4298 1.5090
H -8.0140 5.2324 2.8177
H -6.3945 5.1986 3.5288
H -7.3396 3.7126 3.4115
H -6.3235 5.3238 0.9833
H -7.1630 3.7556 0.9112
H -4.2526 5.2606 0.1575
H -3.9336 3.6455 -0.5050
H -2.4459 4.0568 1.9802
H -2.0683 5.3671 0.8718
H 1.1383 2.8235 -1.6275
H -1.6484 1.7096 2.5280
H -1.7048 0.3831 1.3538
H -3.0055 1.5778 1.4064
```

Output
net charge: +2
orbital gap: 0.25520 Eh

Here are the Mulliken charges for atoms 1 to 5, given in e:
1. In 1.914
2. Br -0.140
3. C -0.610
4. C -0.387
5. C -0.342



two.
C44H35BrCl3F3InN6O5SSb as an isolated structure. Source: the OMol25 dataset; level of theory: ωB97M-V/def2-TZVPD.

```
100
Properties=species:S:1:pos:R:3
In -0.7365 -0.1227 0.5860
Br -6.7533 3.9572 2.6068
C -5.3083 3.0517 1.7856
C -4.7103 3.5878 0.6375
C -3.6677 2.9321 0.0312
C -3.1604 1.7198 0.5346
O -2.1921 1.1320 -0.1370
C -3.7620 1.1883 1.7089
C -3.3745 -0.0353 2.3265
N -2.3006 -0.7184 2.0786
C -2.0004 -1.9140 2.7503
C -2.4708 -2.2719 3.9921
C -2.1526 -3.5179 4.5583
C -1.3667 -4.4138 3.8901
C -0.8147 -4.0628 2.6387
C 0.0356 -4.9177 1.9059
C 0.5750 -4.4940 0.7192
C 0.2870 -3.2008 0.2721
N -0.5240 -2.3881 0.9204
C -1.1042 -2.7942 2.0816
C -4.8506 1.8726 2.3015
H -5.0812 4.5198 0.2318
H -3.2070 3.3343 -0.8611
H -4.0709 -0.4221 3.0714
H -3.0882 -1.5879 4.5600
H -2.5472 -3.7673 5.5339
H -1.1472 -5.3866 4.3096
H 0.2601 -5.9029 2.2951
H 1.2264 -5.1316 0.1391
H 0.7343 -2.8138 -0.6360
H -5.3119 1.4628 3.1918
F 3.7698 -0.6766 7.7471
C 3.2143 -0.3917 6.5723
C 2.3621 0.6951 6.4804
C 1.8053 1.0014 5.2496
C 2.1085 0.2208 4.1392
C 2.9487 -0.8818 4.2564
C 3.5075 -1.1956 5.4828
Sb 1.4176 0.8516 2.2187
C 0.7063 2.7974 2.6626
C 1.5533 3.8212 3.0754
C 1.0314 5.0675 3.3838
C -0.3342 5.2662 3.2724
F -0.8376 6.4646 3.5562
C -1.1988 4.2566 2.8825
C -0.6650 3.0150 2.5844
C 3.2536 0.8597 1.1383
C 3.9099 2.0246 0.7614
C 5.1148 1.9460 0.0819
C 5.6426 0.6999 -0.2087
F 6.8016 0.6264 -0.8549
C 5.0006 -0.4747 0.1463
C 3.7986 -0.3853 0.8278
H 2.1504 1.2857 7.3614
H 1.1399 1.8513 5.1623
H 3.1810 -1.4988 3.3971
H 4.1669 -2.0438 5.6073
H 2.6180 3.6485 3.1790
H 1.6644 5.8817 3.7113
H -2.2630 4.4464 2.8290
H -1.3370 2.2122 2.3008
H 3.4829 2.9955 0.9813
H 5.6523 2.8345 -0.2213
H 5.4344 -1.4290 -0.1192
H 3.2810 -1.2964 1.1148
Cl 1.3426 4.3295 -3.3626
C 0.6831 4.5418 -1.7374
Cl 1.7260 5.6220 -0.7828
Cl -0.9681 5.1781 -1.7936
C 0.6591 3.2533 -1.0631
N 0.6422 2.2390 -0.5301
C -1.9911 -3.9558 -8.9797
C -1.0742 -3.8676 -7.7658
S -1.4763 -2.3595 -6.8758
O -2.6073 -2.5818 -6.0048
O -1.5213 -1.2451 -7.7789
C -0.0841 -2.0473 -5.7324
C -0.4089 -0.6758 -5.1353
N 0.0398 -0.5287 -3.7517
C -0.7603 -0.6357 -2.6824
N -0.0519 -0.4802 -1.5586
C 1.2438 -0.2581 -1.9183
C 1.3155 -0.2893 -3.2764
N 2.4992 -0.0926 -4.0637
O 3.4784 0.2784 -3.4469
O 2.4363 -0.2937 -5.2592
C -2.2205 -0.8858 -2.7410
H -1.7849 -4.8641 -9.5413
H -1.8372 -3.0962 -9.6287
H -3.0349 -3.9712 -8.6671
H -0.0219 -3.7909 -8.0409
H -1.2302 -4.6798 -7.0572
H 0.8614 -2.0593 -6.2672
H -0.1241 -2.8419 -4.9874
H -1.4903 -0.5493 -5.1272
H 0.0192 0.1103 -5.7488
H 2.0394 -0.0809 -1.2189
H -2.7442 0.0003 -3.1061
H -2.5868 -1.1021 -1.7405
H -2.4649 -1.7105 -3.4125
```

Output
net charge: +2
orbital gap: 0.25381 Eh

Here are the Mulliken charges for atoms 1 to 5, given in e:
1. In 1.887
2. Br -0.129
3. C -0.466
4. C -0.538
5. C -0.558



Relative calculated energies, zero for the most stable structure, unit hartree: one 0.0219; two 0.0000.



one.
A 2-piece molecular cluster, C2H6N2 overall. Source: the OMol25 dataset; level of theory: ωB97M-V/def2-TZVPD.

```
10
Properties=species:S:1:pos:R:3
C 0.1251 0.8641 -0.0659
C 0.6318 -0.5520 -0.1331
N -1.2454 0.3048 -0.0880
N -0.6852 -1.0376 -0.0370
H 0.3840 1.4464 0.8148
H 0.3173 1.4575 -0.9642
H 1.3317 -0.9111 -0.8696
H 1.4754 -1.0346 1.3173
H -1.7732 0.4816 0.7680
H -1.0435 -1.6765 -0.7388
```

Output
orbital gap: 0.32807 Eh

Here are the natural (NBO) charges for atoms 1 to 5, given in e:
1. C -0.283
2. C -0.054
3. N -0.452
4. N -0.482
5. H 0.207



two.
A 2-piece molecular cluster, C2H6N2 overall. Source: the OMol25 dataset; level of theory: ωB97M-V/def2-TZVPD.

```
10
Properties=species:S:1:pos:R:3
C -3.8850 -5.3203 1.2368
N -4.5093 -4.6760 2.1248
H -3.2866 -6.2431 1.2585
H -3.8337 -4.8887 0.2347
H -4.2526 -5.0356 3.0448
C 4.0118 5.0556 -1.2493
N 4.0811 5.2701 -2.5021
H 4.5012 4.1026 -1.0150
H 3.7106 5.6741 -0.4069
H 3.4624 6.0614 -2.7262
```

Output
SMILES: C=N.C=N
orbital gap: 0.42209 Eh

Here are the natural (NBO) charges for atoms 1 to 5, given in e:
1. C -0.039
2. N -0.585
3. H 0.146
4. H 0.148
5. H 0.330



Relative calculated energies, zero for the most stable structure, unit hartree: one 0.0841; two 0.0000.